one) Here is the ion C4H11NO2 with charge +1 from the Open Molecules 2025 dataset. Energies are from wB97M-V/def2-TZVPD.

XYZ file:
```
18
Properties=species:S:1:pos:R:3:lowdin_spin:R:1
C 1.12752 -0.83994 -1.10545 0.057
O 2.51524 -0.93245 -1.18082 0.008
C 0.73676 0.32572 -0.20220 0.087
C -0.81823 0.74758 -0.45439 0.004
C -1.83762 0.24694 0.56693 0.002
O -1.63387 0.71233 1.89829 0.000
N 0.94575 -0.11283 1.16707 0.755
H 0.54369 -1.70465 -0.73466 0.000
H 0.70341 -0.65868 -2.10249 0.013
H 2.74891 -1.70673 -1.71424 0.001
H 1.27216 1.25515 -0.38118 0.035
H -0.73667 1.83154 -0.38882 0.001
H -0.99533 0.53384 -1.50565 0.002
H -2.84840 0.48974 0.22531 0.000
H -1.88426 -0.83097 0.71531 0.001
H -1.88172 1.62139 2.06867 0.000
H 0.23854 -0.31475 1.87807 0.018
H 1.80412 -0.66324 1.25026 0.016
```

Values from the calculation:
Spin multiplicity ... 2
HOMO-LUMO gap (spin up / spin down) ... 12.06 / 6.95 eV
Total charge ... +1
Expectation value of S² ... 0.754

***

two) Here is a cluster of 2 separate species, C4H11NO2 in total from the Open Molecules 2025 dataset. Energies are from wB97M-V/def2-TZVPD.

XYZ file:
```
18
Properties=species:S:1:pos:R:3:lowdin_spin:R:1
C 0.25187 0.27500 1.89242 0.494
C -0.51320 1.31096 1.40142 0.235
O -1.83269 1.42257 1.80429 0.184
C 0.04816 2.41105 0.52234 0.024
H 1.33223 0.12742 1.76278 0.017
H -0.23779 -0.44147 2.50850 0.018
H -2.13941 2.32283 1.74526 0.002
H 1.00396 2.21585 0.14998 0.000
H -0.63170 2.54017 -0.26234 0.005
H 0.06284 3.32256 1.17297 0.011
N 0.24941 -3.15244 -1.44259 0.002
C -0.06084 -1.73575 -1.54407 0.004
O 1.14476 -0.96198 -1.72982 0.001
H 0.73590 -3.46645 -2.35139 0.000
H 1.01788 -3.30262 -0.76245 0.000
H -0.70736 -1.46262 -2.44853 0.000
H -0.59401 -1.40788 -0.65921 0.003
H 0.86998 -0.01720 -1.75954 0.000
```

Values from the calculation:
Spin multiplicity ... 2
HOMO-LUMO gap (spin up / spin down) ... 8.22 / 4.25 eV
Total charge ... +1
Expectation value of S² ... 0.755

***

Most stable: one)

***

one) Here is the ion C5H11N with charge -1 from the Open Molecules 2025 dataset. Energies are from wB97M-V/def2-TZVPD.

XYZ file:
```
17
Properties=species:S:1:pos:R:3:lowdin_spin:R:1
C 1.39454 -0.90309 1.87287 0.294
N 0.82992 0.31779 1.33586 0.027
C 0.64202 0.47807 -0.10659 0.144
C -0.33818 -0.55825 -0.69389 0.056
C -1.55613 -0.06442 -1.43064 0.045
C -1.86697 1.20888 -1.63952 0.068
H 2.27746 -1.28262 1.34535 0.061
H 0.58865 -1.63729 1.73247 0.022
H 1.52221 -0.85357 2.95224 0.062
H 1.12621 1.18795 1.75492 0.064
H 1.63281 0.39582 -0.56454 0.061
H 0.28521 1.50150 -0.24255 0.022
H -0.73587 -0.98797 0.24047 0.006
H 0.24138 -1.32494 -1.22030 0.033
H -2.05584 -0.93911 -1.83656 0.010
H -1.26197 2.01252 -1.24700 0.015
H -2.72545 1.44872 -2.25258 0.011
```

Values from the calculation:
Spin multiplicity ... 2
HOMO-LUMO gap (spin up / spin down) ... 2.43 / 8.45 eV
Total charge ... -1
Expectation value of S² ... 0.750

***

two) Here is the ion C5H11N with charge -1 from the Open Molecules 2025 dataset. Energies are from wB97M-V/def2-TZVPD.

XYZ file:
```
17
Properties=species:S:1:pos:R:3:lowdin_spin:R:1
N -1.16626 0.03526 0.09379 0.022
C -0.88097 0.84450 -1.09876 0.117
C 0.56019 0.50469 -1.49870 0.055
C 1.21095 -0.05214 -0.23431 0.118
C 0.02414 -0.69910 0.51543 0.030
C 0.18343 -0.69146 2.02657 0.228
H -1.50795 0.61696 0.84964 0.063
H -1.57966 0.58266 -1.89221 0.011
H -0.94243 1.90688 -0.85938 0.068
H 1.12526 1.36537 -1.87393 0.034
H 0.57086 -0.20529 -2.33087 0.004
H 1.59672 0.74707 0.39929 0.066
H 1.95832 -0.80816 -0.48650 0.028
H -0.07277 -1.75618 0.22934 0.005
H 1.02587 -1.31516 2.32067 0.044
H -0.71995 -1.06782 2.49928 0.032
H 0.33691 0.30753 2.44073 0.075
```

Values from the calculation:
Spin multiplicity ... 2
HOMO-LUMO gap (spin up / spin down) ... 2.76 / 9.21 eV
Total charge ... -1
Expectation value of S² ... 0.750

***

three) Here is the ion C5H11N with charge -1 from the Open Molecules 2025 dataset. Energies are from wB97M-V/def2-TZVPD.

XYZ file:
```
17
Properties=species:S:1:pos:R:3:lowdin_spin:R:1
N -0.29847 1.09318 -0.61658 0.033
C 0.41698 1.53615 0.55773 0.130
C 0.23056 0.42466 1.58875 0.120
C 0.19973 -0.80301 0.69000 0.057
C -0.54798 -0.33427 -0.56572 0.136
C -0.10941 -1.11370 -1.79294 0.056
H -1.12798 1.64746 -0.83211 0.114
H 0.09834 2.52458 0.91178 0.067
H 1.50098 1.59348 0.35184 0.007
H 1.00064 0.34753 2.36893 0.020
H -0.69681 0.56644 2.16098 0.072
H 1.22779 -1.14416 0.53503 0.003
H -0.29934 -1.68179 1.12391 0.046
H -1.58621 -0.59003 -0.31131 0.097
H -0.51645 -2.13116 -1.67169 0.023
H -0.46364 -0.67719 -2.72378 0.017
H 0.97127 -1.25817 -1.77482 0.001
```

Values from the calculation:
Spin multiplicity ... 2
HOMO-LUMO gap (spin up / spin down) ... 2.87 / 8.76 eV
Total charge ... -1
Expectation value of S² ... 0.750

***

four) Here is the ion C5H11N with charge -1 from the Open Molecules 2025 dataset. Energies are from wB97M-V/def2-TZVPD.

XYZ file:
```
17
Properties=species:S:1:pos:R:3:lowdin_spin:R:1
C -0.42671 1.72273 1.04127 0.210
N -0.04484 0.87960 -0.06587 0.005
C 1.18467 0.16739 0.04503 0.113
C 0.85846 -1.34681 0.06200 0.112
C -0.41878 -1.43540 -0.78120 0.059
C -1.09656 -0.07086 -0.51633 0.108
H -1.15082 2.45571 0.67973 0.035
H -0.83084 1.18401 1.91654 0.062
H 0.43076 2.31976 1.34354 0.035
H 1.86845 0.40641 0.87062 0.050
H 1.92059 0.28444 -0.77839 0.025
H 1.64837 -1.91874 -0.43086 0.025
H 0.64703 -1.62853 1.09017 0.052
H -0.39841 -1.57766 -1.85587 0.011
H -1.03222 -2.21616 -0.31280 0.028
H -1.74636 -0.12305 0.37706 0.043
H -1.70631 0.37947 -1.30589 0.028
```

Values from the calculation:
Spin multiplicity ... 2
HOMO-LUMO gap (spin up / spin down) ... 2.85 / 8.71 eV
Total charge ... -1
Expectation value of S² ... 0.750

***

Most stable: two)

***

one) Here is a cluster of 2 separate species, C2H3N2O2 in total from the Open Molecules 2025 dataset. Energies are from wB97M-V/def2-TZVPD.

XYZ file:
```
9
Properties=species:S:1:pos:R:3:mulliken_charge:R:1
C 1.06735 -0.76601 -0.22109 0.752
C -1.17633 1.33831 -0.32769 0.667
N -0.99404 0.31766 -0.92840 -0.477
N 0.87399 -0.59271 0.98817 -0.202
O -1.18383 2.24674 0.40928 -0.355
O 1.37768 -0.99757 -1.26448 -0.079
H -1.35364 -0.32572 -1.55279 0.215
H 0.10789 -0.05308 1.25389 0.190
H 1.28093 -1.16762 1.64311 0.288
```

Values from the calculation:
Spin multiplicity ... 1
HOMO-LUMO gap ... 10.86 eV
Total charge ... +1

***

two) Here is the ion C2H3N2O2 with charge +1 from the Open Molecules 2025 dataset. Energies are from wB97M-V/def2-TZVPD.

XYZ file:
```
9
Properties=species:S:1:pos:R:3:mulliken_charge:R:1
O 1.95416 -0.24254 1.76971 -0.182
N 0.77615 -0.31483 1.05518 -0.150
C 0.67078 0.35915 -0.20441 -0.151
C -0.79279 0.17636 -0.53447 -0.083
N -1.35861 -0.75975 -0.00375 0.606
O -1.93296 -1.58798 0.47472 -0.195
H 1.18796 0.24983 -1.10703 0.370
H 0.78199 1.55607 -0.08445 0.339
H -1.28668 0.56369 -1.36548 0.447
```

Values from the calculation:
Spin multiplicity ... 1
SMILES string ... O=NCC=[N+]=O
HOMO-LUMO gap ... 7.71 eV
Total charge ... +1

***

Most stable: one)

***

one) Here is the ion C8H14N3O with charge +1 from the Open Molecules 2025 dataset. Energies are from wB97M-V/def2-TZVPD.

XYZ file:
```
26
Properties=species:S:1:pos:R:3:mulliken_charge:R:1
C 2.63023 -1.55718 -0.27459 -1.017
N 1.52202 -0.71787 -0.02770 0.060
C 1.58368 0.64820 -0.11569 0.459
N 2.68876 1.37212 -0.32626 -0.349
N 0.38062 1.24300 0.13824 -0.224
C -0.60629 0.38235 0.60417 0.989
C -0.83351 0.65795 2.09324 -1.398
C -1.92024 0.27648 -0.21141 -0.809
C -1.98457 -0.20896 -1.65020 -0.777
C -2.70153 -0.93942 -0.54473 -0.439
C 0.27444 -1.18789 0.40986 0.259
O -0.16678 -2.27087 0.56381 -0.476
H 2.80281 -1.78290 -1.31578 0.294
H 3.52638 -0.97797 0.16794 0.403
H 2.49481 -2.45289 0.27070 0.374
H 3.53228 0.98281 -0.63419 0.220
H 2.44510 2.27825 -0.56980 0.254
H 0.37532 2.19204 0.58059 0.352
H -0.67454 1.67351 2.19446 0.453
H -0.12279 0.18249 2.63395 0.452
H -1.88089 0.39552 2.54899 0.318
H -2.59734 1.07959 0.01636 0.588
H -1.11434 -0.59299 -1.98652 0.294
H -2.49563 0.42043 -2.42043 0.240
H -3.83332 -0.69857 -0.59526 0.266
H -2.39796 -1.99558 -0.27808 0.213
```

Values from the calculation:
Spin multiplicity ... 1
SMILES string ... CN1C(=[NH2+])N[C@@](C)(C2CC2)C1=O
HOMO-LUMO gap ... 10.14 eV
Total charge ... +1

***

two) Here is the ion C8H14N3O with charge +1 from the Open Molecules 2025 dataset. Energies are from wB97M-V/def2-TZVPD.

XYZ file:
```
26
Properties=species:S:1:pos:R:3:mulliken_charge:R:1
C -2.51475 -0.07950 0.31055 -0.022
C -1.28780 1.42180 1.31047 0.401
C 0.65714 2.11352 0.59643 -0.441
C -0.22784 0.43251 -0.64879 -0.824
C 2.14520 -0.14066 -1.19083 -1.658
C 0.28822 -1.86281 -1.32100 -1.708
C 1.19141 -1.04804 0.88289 -1.443
C 0.83891 -0.61510 -0.47781 1.633
N -2.40477 1.36299 1.98114 -0.623
N -3.17798 0.41961 1.34337 0.144
N -1.32023 0.50334 0.20599 0.358
O -0.30564 2.21474 1.49792 -0.265
H -2.98159 -0.57554 -0.50231 0.456
H 1.59842 1.62610 0.91306 0.344
H 0.81895 3.06074 0.04257 0.302
H -0.34769 0.80305 -1.68986 0.429
H 2.75063 -1.00718 -1.24563 0.489
H 2.72504 0.61726 -0.63721 0.302
H 1.85485 0.16351 -2.14271 0.482
H -0.65843 -2.23918 -0.96585 0.381
H 0.11092 -1.71539 -2.40231 0.391
H 0.98825 -2.65928 -1.27374 0.482
H 1.87003 -1.80741 1.23238 0.412
H 0.23806 -1.38160 1.36414 0.353
H 1.32918 -0.09638 1.39552 0.329
H -4.17848 0.48891 1.42162 0.298
```

Values from the calculation:
Spin multiplicity ... 1
HOMO-LUMO gap ... 9.43 eV
Total charge ... +1

***

Most stable: one)

***

one) Here is an isolated molecule of C13H18N2O4 from the Open Molecules 2025 dataset. Energies are from wB97M-V/def2-TZVPD.

XYZ file:
```
37
Properties=species:S:1:pos:R:3:mulliken_charge:R:1
N -3.06899 -2.14186 3.75306 -0.644
C -2.49491 -1.66446 2.59448 -0.531
C -2.38880 -0.14252 2.64717 0.317
O -3.68787 0.32490 2.83389 -0.566
C -1.84131 0.43304 1.37694 -0.505
O -0.51728 -0.02641 1.15927 -0.115
C 0.59324 0.74586 1.07297 -0.160
C 1.45983 0.91063 2.19689 -0.412
C 2.59131 1.72173 2.16954 -0.706
C 2.87155 2.40882 0.96964 -0.305
C 2.01368 2.30905 -0.18556 -0.672
C 0.90946 1.43668 -0.09466 0.702
O 0.18647 1.19620 -1.22090 -0.464
C 0.58285 -0.11467 -1.71536 -0.724
N 0.94343 -0.25217 -3.12798 0.280
C 2.18191 -0.21290 -3.74453 -0.229
C 2.03955 -0.84343 -4.89489 -0.561
C 0.66068 -1.45714 -5.10343 -0.275
O 0.05631 -1.00060 -3.95623 -0.406
H -3.21272 -3.14128 3.58608 0.258
H -4.00032 -1.73007 3.92408 0.251
H -3.02289 -2.03168 1.66794 0.312
H -1.43178 -1.92983 2.47289 0.234
H -1.80829 0.14949 3.53744 0.198
H -3.67137 1.23881 3.11459 0.328
H -2.46588 0.03714 0.54417 0.200
H -1.93252 1.55208 1.38351 0.323
H 1.25922 0.37665 3.02587 0.611
H 3.19583 1.62527 3.08964 0.336
H 3.73876 3.09598 0.95632 0.328
H 2.17789 2.81299 -1.11454 0.526
H 1.43982 -0.54551 -1.23487 0.430
H -0.28029 -0.73242 -1.47324 0.405
H 3.13640 0.20515 -3.37256 0.384
H 2.80369 -0.95801 -5.63131 0.383
H 0.81938 -2.54866 -5.21319 0.218
H 0.16395 -1.10686 -5.99314 0.248
```

Values from the calculation:
Spin multiplicity ... 1
SMILES string ... NC[C@H](O)COc1ccccc1OCN1C=CCO1
HOMO-LUMO gap ... 8.23 eV

***

two) Here is an isolated molecule of C13H18N2O4 from the Open Molecules 2025 dataset. Energies are from wB97M-V/def2-TZVPD.

XYZ file:
```
37
Properties=species:S:1:pos:R:3:mulliken_charge:R:1
C 3.98351 -3.93720 -3.42355 -0.845
O 3.95159 -2.78118 -2.62296 -0.436
C 2.81966 -2.50691 -1.91887 0.714
C 1.67000 -3.28934 -1.91754 -0.305
C 0.57801 -2.90893 -1.15845 -1.023
C 0.60625 -1.75120 -0.39043 0.351
N -0.54232 -1.43080 0.35202 -0.029
C -0.75469 -0.39260 1.19288 0.724
O 0.07223 0.46367 1.45432 -0.776
C -2.16110 -0.35435 1.77033 -1.025
C -3.06919 0.57091 0.94219 -0.553
C -3.05980 2.04221 1.36172 0.640
O -4.08188 2.70016 1.36208 -0.680
N -1.86174 2.52309 1.73349 0.057
C -1.65851 3.91787 2.03866 -0.953
C -0.97534 4.65118 0.87696 -0.389
O 0.25127 4.07009 0.51170 -0.496
C 1.75645 -0.96547 -0.39299 -0.233
C 2.84445 -1.34335 -1.14797 -0.717
H 4.96873 -3.94739 -3.88689 0.237
H 3.21761 -3.90689 -4.20543 0.336
H 3.85705 -4.84538 -2.82501 0.333
H 1.60821 -4.19462 -2.50020 0.387
H -0.30976 -3.52668 -1.16782 0.303
H -1.30924 -2.07581 0.21743 0.168
H -2.10696 0.01327 2.79631 0.408
H -2.58630 -1.35927 1.78873 0.353
H -2.78795 0.53013 -0.11424 0.346
H -4.10570 0.23858 1.01911 0.257
H -1.02449 1.95806 1.61999 0.265
H -1.04168 3.99571 2.94150 0.320
H -2.63701 4.36550 2.22562 0.450
H -1.60351 4.59550 -0.01460 0.287
H -0.84229 5.70882 1.14982 0.316
H 0.80415 3.97935 1.29657 0.303
H 1.79071 -0.06393 0.19409 0.501
H 3.73959 -0.74279 -1.15857 0.406
```

Values from the calculation:
Spin multiplicity ... 1
SMILES string ... COc1ccc(NC(=O)CCC(=O)NCCO)cc1
HOMO-LUMO gap ... 8.78 eV

***

Most stable: two)

***

one) Here is a structure of composition C2H5NO3 from the Open Molecules 2025 dataset. Energies are from wB97M-V/def2-TZVPD.

XYZ file:
```
11
Properties=species:S:1:pos:R:3:mulliken_charge:R:1
C 0.48660 -0.67048 0.17057 0.661
C -1.30729 0.87204 -0.00512 -0.758
N 0.08499 0.56155 0.29074 -0.421
O 1.78527 -0.96680 0.28010 -0.262
O 2.47647 0.37027 0.18497 -0.415
O -0.26371 -1.65182 -0.33208 -0.449
H 0.29242 -2.44350 -0.40572 0.340
H 1.45104 1.00874 0.07620 0.476
H -1.65613 1.66054 0.66565 0.279
H -1.36932 1.24034 -1.03349 0.264
H -1.98035 0.01913 0.10819 0.285
```

Values from the calculation:
Spin multiplicity ... 1
HOMO-LUMO gap ... 10.46 eV

***

two) Here is a cluster of 2 separate species, C2H5NO3 in total from the Open Molecules 2025 dataset. Energies are from wB97M-V/def2-TZVPD.

XYZ file:
```
11
Properties=species:S:1:pos:R:3:mulliken_charge:R:1
C -1.09803 0.11001 -0.05509 0.499
C 0.28310 -0.43125 0.01748 0.278
N 1.39320 0.25554 0.49961 -0.423
O -1.34077 1.39553 0.00871 -0.454
O -1.96752 -0.72548 -0.00965 -0.634
O 0.22731 -1.72514 0.19089 -0.450
H 0.07257 -0.05932 -1.63602 0.135
H -0.55552 1.96551 0.01126 0.286
H 1.28150 1.25421 0.32036 0.150
H 2.37931 -0.12563 0.54021 0.242
H -0.67514 -1.91398 0.11223 0.371
```

Values from the calculation:
Spin multiplicity ... 1
HOMO-LUMO gap ... 8.81 eV

***

Most stable: two)